No. 1
{"formula": "C29H32FN4O5Pt", "method": "ωB97M-V with the def2-TZVPD basis set", "orbital_gap_ev": [5.9, 6.0], "multiplicity": 3, "lumo_ev": [-3.44, -3.44], "charge": 1, "max_force_ha_per_bohr": 0.0065, "e_above_lowest_kj_mol": 105.3, "species": ["Pt", "C", "C", "N", "C", "C", "C", "O", "O", "C", "O", "C", "C", "C", "F", "C", "C", "C", "N", "C", "C", "N", "C", "C", "H", "H", "H", "H", "H", "H", "H", "H", "H", "H", "H", "H", "H", "H", "H", "H", "H", "H", "C", "O", "C", "C", "O", "C", "H", "H", "H", "H", "H", "H", "H", "H", "H", "H", "N", "C", "C", "C", "C", "C", "C", "C", "C", "C", "H", "H", "H", "H"], "coordinates": [[2.19758, 2.15225, 0.77165], [-1.56442, -2.98924, 4.79151], [-2.41031, -1.86923, 4.20282], [-1.68961, -1.09222, 3.19002], [-0.83388, -0.13204, 3.62519], [-0.14318, 0.71989, 2.82795], [0.84961, 1.64921, 3.51977], [0.65435, 1.90836, 4.69383], [1.86736, 2.02203, 2.83290], [-0.38885, 0.68831, 1.41632], [0.01264, 1.53817, 0.59848], [-1.19246, -0.43736, 0.94334], [-1.31881, -0.65877, -0.42591], [-2.04036, -1.71595, -0.89807], [-2.13240, -1.86016, -2.24260], [-2.66628, -2.63453, -0.03923], [-2.52200, -2.41773, 1.32445], [-1.81930, -1.31886, 1.83488], [-3.35596, -3.78611, -0.49577], [-4.57096, -4.20065, 0.18930], [-4.55521, -5.72341, 0.28641], [-3.93908, -6.27454, -0.97837], [-4.21556, -5.36937, -2.14180], [-3.43919, -4.07005, -1.93179], [-2.13431, -3.53659, 5.54221], [-0.67418, -2.58591, 5.27398], [-1.24087, -3.68815, 4.01804], [-2.72420, -1.17669, 4.98274], [-3.32071, -2.26176, 3.75657], [-0.72467, -0.03914, 4.69936], [-0.83467, 0.02192, -1.11521], [-2.90433, -3.15567, 2.01320], [-5.46622, -3.84915, -0.33766], [-4.62464, -3.79206, 1.19122], [-5.55658, -6.13635, 0.39346], [-3.93768, -6.05926, 1.11611], [-4.27816, -7.21898, -1.15793], [-2.92707, -6.32940, -0.85158], [-5.29193, -5.21849, -2.17268], [-3.90815, -5.86040, -3.06152], [-3.93334, -3.28396, -2.50792], [-2.43083, -4.18321, -2.32573], [1.07772, 5.11634, 0.11318], [1.54609, 4.36546, 1.23523], [2.61305, 4.99182, 1.94975], [3.96238, 4.69566, 1.31740], [4.29725, 3.32008, 1.44592], [4.78713, 2.96261, 2.73770], [0.75914, 6.10562, 0.44773], [0.23113, 4.57329, -0.29688], [1.84213, 5.21033, -0.65899], [2.57010, 4.58603, 2.95960], [2.44416, 6.07121, 1.99551], [4.73529, 5.32055, 1.77555], [3.93591, 4.89871, 0.24601], [5.65870, 3.57555, 2.98244], [5.08403, 1.91901, 2.67998], [4.02300, 3.06718, 3.50765], [3.99090, 2.61757, -9.04678], [3.80785, 2.54186, -7.91453], [3.57235, 2.45515, -6.49975], [4.51183, 2.95304, -5.59920], [4.27036, 2.88323, -4.24068], [3.08758, 2.31828, -3.75374], [2.15412, 1.81783, -4.66872], [2.39177, 1.88418, -6.02708], [2.82736, 2.25450, -2.34752], [2.61330, 2.18999, -1.15555], [5.42752, 3.39001, -5.97413], [4.99812, 3.26282, -3.53651], [1.23975, 1.37951, -4.29248], [1.66878, 1.49783, -6.73303]]}

No. 2
{"formula": "C5H13NO", "method": "ωB97M-V with the def2-TZVPD basis set", "orbital_gap_ev": 8.8, "lumo_ev": 0.91, "smiles": "CC/C(C)=C/N.O", "max_force_ha_per_bohr": 0.0335, "e_above_lowest_kj_mol": 129.7, "species": ["C", "C", "C", "C", "N", "C", "H", "H", "H", "H", "H", "H", "H", "H", "H", "H", "H", "H", "H", "O"], "coordinates": [[-0.39293, -2.57490, 0.28339], [-0.47103, -1.71551, -0.98883], [-0.38235, -0.22776, -0.67617], [-1.01736, 0.34153, 0.34486], [-0.82043, 1.68292, 0.73057], [0.50720, 0.53519, -1.61083], [0.27046, -2.17825, 1.00412], [-1.37559, -2.75182, 0.71736], [0.07029, -3.55041, 0.14462], [0.22455, -1.96106, -1.78252], [-1.45008, -1.96148, -1.41701], [-1.57235, -0.21018, 1.09301], [-0.42840, 2.25151, -0.00847], [-1.67175, 2.13249, 1.03542], [1.52920, 0.19068, -1.68416], [0.51090, 1.61772, -1.47678], [0.08740, 0.51950, -2.63131], [1.55821, 2.49150, 1.40566], [1.91582, 1.28812, 2.32619], [2.18152, 1.77402, 1.54839]]}

No. 3
{"formula": "C18H25N5O2S", "method": "ωB97M-V with the def2-TZVPD basis set", "orbital_gap_ev": 7.6, "lumo_ev": -0.22, "smiles": "Cc1ccc(NCc2nnc(SCC(N)=O)n2C[C@H]2CCCO2)c(C)c1", "max_force_ha_per_bohr": 0.3593, "e_above_lowest_kj_mol": 1727.5, "species": ["C", "C", "C", "C", "C", "C", "C", "H", "C", "H", "H", "H", "N", "H", "C", "C", "N", "N", "C", "N", "C", "H", "H", "C", "H", "C", "H", "H", "C", "H", "C", "H", "O", "H", "H", "S", "C", "H", "H", "C", "O", "N", "H", "H", "H", "H", "H", "H", "H", "H", "H"], "coordinates": [[-5.22986, -1.22753, -2.52360], [-4.22138, -1.23231, -1.41686], [-3.16000, -2.02837, -1.34152], [-2.44199, -2.14568, -0.23112], [-2.68044, -1.39202, 0.68450], [-3.83770, -0.41077, 0.81796], [-4.68059, -0.47087, -0.19485], [-5.44362, 0.36732, -0.53746], [-4.13594, 0.65521, 1.78913], [-3.69676, 0.17337, 2.81982], [-3.64873, 1.78820, 1.73593], [-5.25813, 0.90839, 1.84302], [-1.85916, -1.42342, 1.87090], [-1.32706, -2.01848, 2.04048], [-0.97493, -0.14293, 2.00165], [0.17256, -0.31384, 1.39037], [0.70575, -1.58017, 0.84808], [1.76916, -1.25118, 0.19013], [2.16637, 0.19027, 0.10822], [1.06554, 0.77507, 1.00958], [0.94960, 2.13020, 1.07507], [1.88152, 2.66003, 1.26964], [0.59296, 2.37536, 2.23238], [0.01246, 2.94006, 0.35548], [0.09969, 4.11672, 0.24356], [0.55419, 2.74918, -1.30566], [0.33667, 3.48636, -1.82231], [1.54434, 2.58316, -1.44219], [-0.60863, 1.65311, -1.69364], [-0.15740, 0.63614, -1.51730], [-1.74424, 2.13730, -1.01460], [-2.33894, 2.84206, -1.53277], [-1.22465, 2.45171, 0.32868], [-2.45644, 1.05753, -0.84264], [-0.75565, 1.70621, -2.86730], [3.49162, 1.08797, -0.46556], [4.27442, -0.49653, -1.54149], [3.45880, -1.05669, -1.58864], [4.88457, 0.01092, -2.08555], [4.96688, -1.24156, -0.33168], [6.36167, -1.31559, -0.16795], [4.21994, -2.21409, 0.47270], [4.72840, -2.91773, 0.93383], [3.29212, -2.40311, 0.22666], [-1.57584, 0.86682, 1.80623], [-0.48218, -0.14538, 3.16594], [-1.58612, -2.91323, -0.09559], [-3.00305, -2.96871, -2.07599], [-5.67915, -0.14894, -2.88143], [-6.23367, -1.86086, -2.40176], [-4.71593, -1.48976, -3.54898]]}

No. 4
{"formula": "C22H25DyN4O7", "method": "ωB97M-V with the def2-TZVPD basis set", "orbital_gap_ev": [7.4, 7.4], "multiplicity": 6, "lumo_ev": [-0.77, -0.77], "max_force_ha_per_bohr": 0.0339, "e_above_lowest_kj_mol": 0.0, "species": ["Dy", "O", "C", "C", "C", "C", "C", "C", "C", "O", "N", "O", "O", "H", "H", "H", "H", "C", "N", "C", "C", "C", "C", "C", "C", "C", "C", "H", "H", "H", "H", "H", "H", "H", "H", "H", "H", "H", "H", "O", "C", "O", "C", "N", "C", "C", "C", "H", "H", "H", "H", "H", "H", "H", "H", "H", "O", "C", "N"], "coordinates": [[0.77151, -0.05768, -0.36868], [0.57779, -0.13445, 2.01587], [-0.06461, -0.76158, 2.86132], [-0.86344, -1.90949, 2.59320], [-1.52173, -2.50326, 3.67290], [-2.26257, -3.62741, 3.52118], [-2.42687, -4.16730, 2.25048], [-1.87663, -3.59175, 1.13681], [-1.06421, -2.39322, 1.27933], [-0.60542, -1.83670, 0.21892], [-3.00460, -4.14749, 4.69573], [-3.71494, -5.11162, 4.50670], [-2.87255, -3.56815, 5.78060], [-0.02381, -0.36666, 3.88858], [-1.38952, -2.11974, 4.67283], [-2.97284, -5.10054, 2.19254], [-2.07295, -3.98408, 0.11628], [3.79467, 3.80326, -0.92008], [2.99250, 3.02506, -1.83876], [1.63934, 2.81093, -1.38062], [3.71342, 1.80520, -2.24099], [4.10237, 0.89756, -1.12722], [5.43184, 0.88110, -0.65537], [5.77260, 0.09610, 0.42573], [4.83334, -0.63172, 1.10460], [3.52699, -0.56811, 0.65868], [3.12812, 0.16510, -0.46299], [3.27840, 4.75794, -0.75121], [4.75517, 4.05148, -1.38153], [3.99730, 3.22731, 0.01768], [1.05904, 3.74449, -1.32784], [1.64221, 2.40775, -0.35823], [1.04745, 2.17600, -2.05255], [4.58388, 2.09826, -2.84000], [3.07341, 1.26997, -2.92377], [6.20683, 1.52192, -1.09662], [6.80010, 0.08182, 0.83071], [5.15861, -1.28769, 1.87134], [2.80084, -1.17064, 1.19530], [-1.90041, 3.35297, -0.50274], [-1.79818, 2.13246, -0.61104], [-0.94312, 1.32962, -0.03931], [-2.80771, 1.39427, -1.53130], [-2.67873, -0.07626, -1.37844], [-4.06808, -0.68504, -1.44785], [-4.92048, 0.35706, -0.75771], [-4.30090, 1.66499, -1.26525], [-2.53263, 1.58671, -2.55494], [-2.27433, -0.32676, -0.48491], [-2.00290, -0.47334, -2.05047], [-4.08363, -1.65407, -0.97562], [-4.29158, -0.71379, -2.49751], [-4.80244, 0.28853, 0.33316], [-5.98479, 0.23656, -1.00259], [-4.47636, 2.41369, -0.51731], [-4.82105, 2.01216, -2.13682], [0.60088, -1.47532, -4.40516], [0.23890, -0.87164, -3.46477], [-0.10345, -0.27473, -2.49023]]}